# 1
This record from OMol25 describes a molecular structure, C36H28MoN11O2S. The level of theory is ωB97M-V/def2-TZVPD.

Values from the calculation:
- gap between HOMO and LUMO (alpha / beta) (eV) = 6.33 / 6.34
- maximum force (eV/Å) = 0.79
- total energy (Ha) = -2607.64080
- charge = +1
- energy relative to the best compared isomer or geometry (same formula, charge and spin) (kJ/mol) = 23.4

Last column: Löwdin charge in e.
Geometry (Å):
Mo: -0.07 0.37 -0.02  1.74
C: 2.46 -0.01 3.49  -0.05
C: 2.46 -1.39 3.67  -0.03
C: 1.40 -2.12 3.18  0.00
C: 0.38 -1.47 2.47  -0.32
N: 0.42 -0.15 2.21  0.01
C: 1.44 0.55 2.77  -0.14
N: -0.69 -2.28 2.13  0.17
C: -1.54 -2.02 1.22  -0.30
N: -1.57 -0.97 0.29  -0.04
C: -2.74 -1.08 -0.44  -0.29
N: -3.22 -0.23 -1.27  0.19
C: -2.80 1.08 -1.28  -0.32
C: -3.42 1.91 -2.23  0.01
C: -3.29 3.27 -2.14  -0.03
C: -2.58 3.80 -1.06  -0.04
C: -1.94 2.94 -0.21  -0.12
N: -1.95 1.59 -0.35  0.00
C: -3.42 -2.33 -0.07  -0.10
C: -4.59 -2.90 -0.54  0.01
C: -5.02 -4.06 0.08  -0.05
C: -4.31 -4.62 1.15  -0.05
C: -3.14 -4.03 1.61  0.00
C: -2.71 -2.88 0.97  -0.11
H: 3.24 0.61 3.89  0.12
H: 3.27 -1.89 4.20  0.12
H: 1.30 -3.18 3.34  0.12
H: 1.42 1.61 2.62  0.07
H: -4.04 1.43 -2.98  0.12
H: -3.76 3.92 -2.87  0.12
H: -2.53 4.87 -0.89  0.12
H: -1.39 3.33 0.63  0.10
H: -5.14 -2.45 -1.36  0.12
H: -5.93 -4.55 -0.26  0.11
H: -4.68 -5.51 1.62  0.11
H: -2.59 -4.44 2.45  0.12
N: 2.79 6.60 -7.79  0.17
C: 2.49 5.91 -6.93  -0.17
C: 2.10 5.05 -5.84  -0.22
C: 0.99 5.37 -5.06  0.00
C: 0.63 4.54 -4.01  -0.01
C: 1.36 3.38 -3.75  -0.20
C: 2.46 3.06 -4.54  -0.01
C: 2.84 3.90 -5.58  0.00
C: 0.94 2.48 -2.63  -0.03
C: 0.36 1.28 -2.99  -0.23
C: 0.16 0.78 -4.30  0.02
C: -0.40 -0.48 -4.19  -0.03
C: -0.53 -0.72 -2.81  -0.14
N: -0.10 0.32 -2.09  -0.10
C: 1.14 2.97 -1.33  -0.24
C: 1.71 4.21 -1.01  0.01
C: 1.59 4.38 0.36  -0.04
C: 0.97 3.23 0.83  -0.18
N: 0.71 2.35 -0.15  -0.11
H: 0.43 6.26 -5.28  0.13
H: -0.22 4.78 -3.40  0.12
H: 3.03 2.17 -4.32  0.13
H: 3.70 3.66 -6.18  0.13
H: 0.40 1.31 -5.21  0.12
H: -0.67 -1.15 -4.98  0.11
H: -0.91 -1.61 -2.34  0.07
H: 2.16 4.90 -1.71  0.12
H: 1.91 5.22 0.95  0.11
H: 0.63 3.04 1.84  0.10
C: 3.08 -5.24 -1.72  -0.10
N: 2.21 -5.55 -0.60  -0.06
C: 1.20 -4.76 -0.20  -0.88
N: 0.50 -5.19 0.87  0.10
S: 0.82 -3.31 -0.97  0.66
H: 3.63 -6.14 -1.98  0.09
H: 3.78 -4.45 -1.47  0.08
H: 2.49 -4.92 -2.57  0.06
H: 2.42 -6.36 -0.05  0.14
H: 0.69 -6.07 1.33  0.11
H: -0.19 -4.58 1.26  0.05
O: 3.56 -1.18 0.08  0.11
N: 3.11 -0.18 -0.21  0.02
O: 1.65 -0.23 -0.18  -0.45

***

# 2
This record from OMol25 describes a molecular structure, C36H28N4O2PPdS. The level of theory is ωB97M-V/def2-TZVPD.

Values from the calculation:
- gap between HOMO and LUMO (eV) = 6.52
- maximum force (eV/Å) = 1.94
- total energy (Ha) = -2624.58477
- charge = +3
- energy relative to the best compared isomer or geometry (same formula, charge and spin) (kJ/mol) = 126.3

Last column: Löwdin charge in e.
Geometry (Å):
Pd: -0.54 -1.19 0.06  0.86
O: -1.16 -3.05 6.71  0.11
N: -1.76 -3.84 6.01  -0.33
O: -2.40 -4.80 6.37  0.15
C: -1.75 -3.57 4.55  -0.03
C: -2.79 -4.06 3.84  0.10
C: -2.90 -3.79 2.44  -0.09
C: -3.90 -4.35 1.64  0.07
C: -3.91 -4.07 0.30  0.02
C: -2.95 -3.20 -0.22  -0.07
N: -2.01 -2.62 0.51  0.02
C: -1.96 -2.95 1.84  -0.12
C: -0.84 -2.48 2.59  -0.11
N: 0.10 -1.76 1.90  -0.01
C: 1.19 -1.38 2.55  -0.08
C: 1.43 -1.70 3.88  0.03
C: 0.49 -2.40 4.59  0.08
C: -0.69 -2.80 3.95  -0.03
H: -3.54 -4.66 4.34  0.15
H: -4.65 -5.01 2.07  0.15
H: -4.64 -4.50 -0.37  0.14
H: -2.99 -3.00 -1.28  0.11
H: 1.92 -0.79 2.01  0.09
H: 2.35 -1.38 4.34  0.14
H: 0.66 -2.64 5.63  0.13
N: -1.67 -0.90 -1.69  0.00
C: -1.57 -0.06 -2.88  -0.30
C: -2.27 -0.38 -4.02  0.01
C: -2.21 0.48 -5.11  0.00
C: -1.46 1.65 -5.05  -0.01
C: -0.73 1.95 -3.91  -0.01
C: -0.77 1.08 -2.83  -0.29
P: 0.36 1.15 -1.47  0.95
C: 1.27 -0.42 -1.59  -0.39
C: 1.98 -0.79 -0.45  -0.19
C: 2.70 -1.99 -0.41  -0.04
C: 2.68 -2.82 -1.51  -0.01
C: 1.99 -2.45 -2.66  -0.01
C: 1.29 -1.26 -2.71  -0.05
C: 1.43 2.55 -1.62  -0.36
C: 0.90 3.85 -1.65  -0.10
C: 1.74 4.92 -1.86  -0.02
C: 3.11 4.72 -2.04  -0.01
C: 3.63 3.43 -2.05  -0.03
C: 2.80 2.34 -1.84  -0.05
H: -2.51 -0.57 -1.20  0.13
H: -1.85 -1.85 -1.99  0.08
H: -2.88 -1.28 -4.07  0.13
H: -2.76 0.24 -6.01  0.13
H: -1.43 2.31 -5.90  0.13
H: -0.10 2.83 -3.87  0.12
H: 2.12 -0.03 0.30  0.08
H: 3.28 -2.24 0.47  0.13
H: 3.23 -3.76 -1.49  0.13
H: 2.03 -3.08 -3.54  0.13
H: 0.80 -0.96 -3.63  0.13
H: -0.16 4.01 -1.54  0.12
H: 1.34 5.93 -1.88  0.13
H: 3.76 5.56 -2.20  0.13
H: 4.69 3.27 -2.22  0.13
H: 3.22 1.34 -1.85  0.11
S: -0.62 1.33 0.54  0.83
C: 0.24 2.81 1.02  -0.62
C: 1.52 2.78 1.56  -0.10
C: 2.10 3.96 2.00  -0.03
C: 1.38 5.15 1.94  -0.02
C: 0.09 5.17 1.42  -0.04
C: -0.48 4.00 0.95  -0.13
H: 2.06 1.85 1.63  0.10
H: 3.09 3.95 2.42  0.12
H: 1.82 6.06 2.32  0.13
H: -0.47 6.10 1.38  0.13
H: -1.49 4.00 0.55  0.12

***

# 3
This record from OMol25 describes a molecular structure, C36H28N5O9S3Y. The level of theory is ωB97M-V/def2-TZVPD.

Values from the calculation:
- gap between HOMO and LUMO (eV) = 6.57
- maximum force (eV/Å) = 2.31
- total energy (Ha) = -3572.74778
- charge = -2
- energy relative to the best compared isomer or geometry (same formula, charge and spin) (kJ/mol) = 49.4

Last column: Löwdin charge in e.
Geometry (Å):
Y: -12.15 -1.36 16.37  1.55
C: -15.76 -2.23 19.03  -0.07
O: -15.09 -3.26 19.78  -0.12
C: -13.88 -2.86 20.34  -0.22
C: -13.63 -3.22 21.66  -0.02
C: -12.46 -2.74 22.31  -0.12
C: -11.57 -1.98 21.57  -0.08
C: -11.78 -1.73 20.20  -0.15
C: -10.73 -0.96 19.59  -0.08
N: -10.73 -0.61 18.35  -0.03
N: -9.73 0.30 18.06  0.06
C: -9.64 0.51 16.79  -0.45
O: -10.42 -0.03 15.89  -0.22
C: -8.60 1.41 16.26  -0.15
C: -7.36 1.46 16.89  -0.03
C: -6.40 2.30 16.36  -0.09
C: -6.68 3.03 15.20  -0.12
C: -7.93 2.97 14.63  -0.10
C: -8.92 2.18 15.15  -0.01
C: -12.93 -2.18 19.54  -0.31
O: -13.16 -2.01 18.28  -0.21
H: -16.81 -2.52 18.82  0.09
H: -15.19 -2.06 18.08  0.06
H: -15.72 -1.30 19.57  0.08
H: -14.40 -3.78 22.16  0.10
H: -12.29 -3.03 23.36  0.08
H: -10.60 -1.61 21.97  0.11
H: -9.91 -0.66 20.23  0.11
H: -7.24 0.81 17.74  0.10
H: -5.46 2.56 16.81  0.08
H: -5.89 3.64 14.80  0.08
H: -8.13 3.61 13.78  0.09
H: -9.92 2.11 14.71  0.11
C: -9.16 -2.17 12.56  -0.07
C: -9.49 -3.49 12.18  -0.07
C: -10.27 -4.21 13.04  -0.04
C: -10.84 -3.61 14.16  -0.25
N: -10.59 -2.32 14.42  0.07
C: -9.77 -1.62 13.65  -0.11
C: -11.82 -4.31 14.97  -0.31
C: -12.56 -5.34 14.44  -0.07
C: -13.48 -6.08 15.20  -0.10
C: -13.60 -5.80 16.55  -0.10
C: -12.90 -4.71 17.06  -0.10
C: -11.99 -3.90 16.29  -0.15
H: -8.44 -1.54 12.03  0.10
H: -9.03 -4.03 11.31  0.11
H: -10.48 -5.27 12.88  0.10
H: -9.50 -0.61 13.99  0.11
H: -12.53 -5.57 13.37  0.10
H: -14.02 -6.82 14.70  0.07
H: -14.37 -6.26 17.13  0.09
H: -13.06 -4.38 18.08  0.07
O: -12.34 1.69 14.24  -0.32
S: -13.38 1.72 15.26  0.46
O: -13.48 3.03 15.89  -0.33
O: -13.19 0.67 16.26  -0.42
C: -14.91 1.36 14.38  -0.19
C: -15.63 2.47 13.98  -0.09
C: -16.71 2.37 13.15  -0.11
C: -17.18 1.13 12.83  -0.08
C: -16.53 -0.06 13.27  -0.07
C: -15.42 0.07 14.05  -0.19
S: -14.65 -1.55 14.48  0.47
O: -14.71 -1.63 15.93  -0.36
O: -15.46 -2.55 13.83  -0.32
O: -13.28 -1.36 13.99  -0.36
H: -15.32 3.47 14.25  0.11
H: -17.19 3.29 12.85  0.10
H: -18.02 1.03 12.16  0.08
H: -16.84 -1.06 12.97  0.10
S: -6.61 -3.66 18.67  0.52
C: -7.29 -4.78 17.65  -0.89
N: -8.61 -4.78 17.23  0.09
C: -9.17 -5.69 16.43  -0.08
C: -8.41 -6.65 15.89  -0.07
C: -7.06 -6.64 16.27  -0.16
N: -6.53 -5.80 17.12  0.03
H: -9.19 -3.95 17.47  0.15
H: -10.24 -5.59 16.27  0.11
H: -8.89 -7.34 15.19  0.10
H: -6.36 -7.40 15.85  0.11